C2H7N3O | the ωB97M-V functional and the def2-TZVPD basis

Geometry as XYZ:
```
13
C2H7N3O (the ωB97M-V functional and the def2-TZVPD basis)
N -0.97654 0.26318 1.33413
C 0.11684 -0.41515 1.82174
N 1.10205 -0.74288 1.07933
H -1.47846 0.84964 1.97851
H -0.71525 0.84860 0.52708
H 0.06121 -0.71125 2.87237
H 1.58837 -1.53544 1.48619
C -0.24285 0.78439 -1.99243
N 0.36462 -0.37476 -1.80408
O -0.25503 1.66492 -1.13931
H -0.72548 1.00002 -2.95613
H 0.78464 -0.41275 -0.86741
H 0.37588 -1.21853 -2.34000
```

Max |F| in eV/Å: 1.4
Frontier orbital gap in eV: 10.54
SMILES string: [H]/N=C/N.NC=O
LUMO level in Ha: 0.0389
Spin multiplicity: 1
Relative energy (zero: lowest compared OMol25 entry of this formula, charge and spin) in kJ/mol: 70.6